145
Properties=species:S:1:pos:R:3:mulliken_charge:R:1 method="wB97M-V/def2-TZVPD" smiles="CCP(C)[C@@H]1COS(=O)(=O)C[C@@]1(CCCCCCCCCCOC)P(CC)CC.c1cc[nH]c1.c1cc[nH]c1.c1cc[nH]c1.c1cc[nH]c1.c1cc[nH]c1.c1cc[nH]c1.c1cc[nH]c1" lumo_energy_ev=0.1 gap_ev=7.7
C -1.4539 5.0607 -4.3832 -1.2205
C -1.0759 3.7073 -3.6397 0.0113
P -2.4820 3.3615 -2.4539 0.0909
C -3.7754 2.3990 -3.4501 -1.1088
C -2.0195 2.1632 -1.0645 -0.1733
C -3.1668 2.3631 0.0271 -0.8552
O -3.2975 3.7355 0.4508 -0.3121
S -1.8714 4.4028 0.9384 1.4418
O -2.0230 5.8789 0.7666 -0.7690
O -1.5745 4.1434 2.3712 -0.6350
C -0.4547 3.9040 -0.1121 -1.4540
C -0.5917 2.3478 -0.4554 0.7472
C 0.6416 1.9852 -1.3833 -1.0195
C 0.4055 0.9987 -2.5727 -0.3459
C 1.3714 -0.2659 -2.4884 -0.4803
C 2.4822 -0.2615 -3.5998 -0.8187
C 3.8815 -0.7658 -3.0989 -0.6477
C 4.3983 -0.0378 -1.7941 0.6103
C 5.7637 0.7183 -1.9691 -1.0428
C 5.6073 2.2572 -2.2376 -0.3654
C 4.4576 2.6298 -3.2286 1.5453
C 4.3633 4.1950 -3.4307 -0.8665
O 5.6315 4.8407 -3.3845 -0.4361
C 6.3077 4.6555 -4.6416 -0.7275
P -0.3904 1.4109 1.1816 -0.0453
C 0.9559 2.1123 2.2660 -0.3859
C 2.4388 1.7616 1.8611 -0.9581
C -0.2165 -0.4335 0.9141 0.0890
C -0.4708 -1.1005 2.3310 -1.1469
H -0.6935 5.3071 -5.1516 0.3862
H -1.3692 5.8561 -3.5992 0.3206
H -2.5001 5.0735 -4.7461 0.3105
H -0.9817 2.8870 -4.3975 0.3361
H -0.0873 3.8920 -3.1752 0.0460
H -4.6565 2.3353 -2.7653 0.3022
H -4.0962 3.0114 -4.3162 0.3875
H -3.4473 1.3682 -3.7090 0.2769
H -2.2174 1.1309 -1.4604 0.8210
H -4.1107 2.1300 -0.5274 0.4886
H -3.1100 1.6280 0.8532 0.2604
H -0.3788 4.5137 -1.0425 0.5382
H 0.4596 4.1311 0.4748 0.7133
H 1.4106 1.5081 -0.7267 -0.3171
H 1.1289 2.9432 -1.7100 0.0439
H 0.7038 1.5191 -3.5156 0.2550
H -0.6165 0.5933 -2.6912 0.3080
H 0.7471 -1.1756 -2.6837 0.4339
H 1.7897 -0.4139 -1.4675 -0.1098
H 2.1649 -0.9500 -4.4211 0.2824
H 2.6347 0.7376 -4.0606 0.3021
H 4.6256 -0.5803 -3.9105 0.2537
H 3.8360 -1.8653 -2.9230 0.3074
H 3.6388 0.7226 -1.4971 -0.6019
H 4.4504 -0.7968 -0.9769 0.5445
H 6.3460 0.5933 -1.0215 0.2997
H 6.3742 0.1971 -2.7482 0.2132
H 6.5623 2.6260 -2.6768 0.2877
H 5.4526 2.7969 -1.2756 0.2614
H 4.6352 2.1397 -4.2122 0.1817
H 3.4590 2.3004 -2.8637 -1.3396
H 3.6883 4.6298 -2.6559 0.2553
H 3.8605 4.3979 -4.4134 0.4940
H 7.3299 4.2665 -4.4169 0.2741
H 6.3652 5.6468 -5.1405 0.2730
H 5.7837 3.9286 -5.2964 0.3152
H 0.7928 1.6728 3.2831 0.1817
H 0.8934 3.2114 2.4118 0.4826
H 2.6621 2.3164 0.9140 0.1053
H 3.1809 2.1427 2.6023 0.4701
H 2.6162 0.6799 1.6797 0.2130
H 0.7472 -0.7663 0.4674 0.1791
H -1.0809 -0.7444 0.2765 0.2831
H -0.9235 -2.1090 2.2452 0.4636
H 0.4706 -1.1101 2.9260 0.2047
H -1.2070 -0.4619 2.8805 0.2818
C -0.9315 -3.1494 6.8856 -0.4424
C -1.3372 -1.7943 6.7847 -0.0901
C -0.3150 -1.1042 6.1861 -1.0185
N 0.6947 -1.9889 5.9257 0.0936
C 0.3253 -3.2392 6.3442 -1.1038
H -1.4969 -3.9668 7.3051 0.5236
H -2.2744 -1.3714 7.1127 0.6046
H -0.2201 -0.0628 5.9246 0.5009
H 1.5702 -1.7571 5.4931 0.2365
H 0.9873 -4.0814 6.2221 0.6662
C -0.6896 -6.3313 1.9610 -0.4230
C -1.7494 -5.7832 2.7276 -0.6030
C -1.1900 -4.9505 3.6639 -0.3863
N 0.1674 -4.9785 3.4934 0.2377
C 0.4808 -5.8140 2.4547 -0.5986
H -0.7748 -7.0253 1.1401 0.4114
H -2.8033 -5.9767 2.6071 0.4222
H -1.6378 -4.3440 4.4339 0.3715
H 0.8293 -4.4659 4.0446 0.1726
H 1.5056 -5.9683 2.1588 0.4087
C 7.2516 -4.6422 -3.1988 -0.5019
C 7.5051 -3.2467 -3.1960 -0.2710
C 7.0851 -2.7531 -4.4046 -0.6103
N 6.5919 -3.7979 -5.1382 -0.0077
C 6.6850 -4.9526 -4.4091 -0.5260
H 7.4599 -5.3400 -2.4038 0.4031
H 7.9448 -2.6694 -2.3984 0.4397
H 7.0952 -1.7526 -4.8054 0.4723
H 6.2190 -3.7282 -6.0671 0.2133
H 6.3429 -5.8912 -4.8132 0.4030
C -8.4545 3.0826 -3.4312 -0.5973
C -7.3700 3.9799 -3.2576 -0.2096
C -7.3529 4.8164 -4.3444 -0.7556
N -8.3838 4.4549 -5.1688 0.0232
C -9.0633 3.4024 -4.6179 -0.4228
H -8.7557 2.2929 -2.7617 0.3755
H -6.6802 4.0099 -2.4289 0.6317
H -6.6988 5.6335 -4.6013 0.3976
H -8.6074 4.8944 -6.0424 0.1842
H -9.9168 2.9733 -5.1164 0.3711
C -5.6942 1.4483 7.3389 -0.4465
C -5.3075 2.4665 6.4311 -0.5042
C -4.6790 1.8571 5.3753 -0.5485
N -4.6682 0.5087 5.6132 0.0650
C -5.2895 0.2510 6.8064 -0.5240
H -6.2115 1.5780 8.2760 0.4098
H -5.4713 3.5266 6.5388 0.3998
H -4.2392 2.2650 4.4793 0.5215
H -4.2669 -0.1832 5.0071 0.2090
H -5.3881 -0.7582 7.1722 0.4163
C 1.2518 -3.7177 -7.5204 -0.4788
C -0.0857 -4.0738 -7.2118 -0.4049
C -0.1443 -4.3133 -5.8623 -0.5352
N 1.1081 -4.1193 -5.3459 0.0249
C 1.9637 -3.7515 -6.3485 -0.5380
H 1.6475 -3.4643 -8.4908 0.4067
H -0.9121 -4.1458 -7.9004 0.3934
H -0.9652 -4.6049 -5.2280 0.3855
H 1.3602 -4.2293 -4.3807 0.2146
H 3.0018 -3.5475 -6.1416 0.5312
C -3.1417 -5.6574 11.5804 -0.3705
C -2.0546 -4.7671 11.7709 -0.4822
C -2.0477 -3.8968 10.7110 -0.3557
N -3.0879 -4.2308 9.8856 0.0603
C -3.7625 -5.3001 10.4112 -0.5394
H -3.4367 -6.4676 12.2277 0.3877
H -1.3563 -4.7640 12.5923 0.3909
H -1.3952 -3.0728 10.4728 0.3810
H -3.3199 -3.7639 9.0285 0.1777
H -4.6217 -5.7131 9.9087 0.3648